[1]
Molecular formula: C23H53Br2N11O26
Method: DFT, wB97M-V/def2-TZVPD

Properties
Kohn-Sham gap: 0.348 hartree
HOMO energy: -10.06 eV
SMILES: COCCCCC[C@H]1OC(=O)O[C@@H]1[C@@H](Br)[C@@H](C)Br.C[N+](=O)[O-].C[N+](=O)[O-].C[N+](=O)[O-].C[N+](=O)[O-].C[N+](=O)[O-].C[N+](=O)[O-].C[N+](=O)[O-].C[N+](=O)[O-].C[N+](=O)[O-].C[N+](=O)[O-].C[N+](=O)[O-]
energy: -234390.834 eV

Geometry as ORCA input:
```
! RIJCOSX wB97M-V def2-TZVPD def2/J DEFGRID3
* xyz 0 1
Br -1.4310 -2.1678 -0.3099
Br -1.8422 -0.1819 -2.8942
O -8.9193 1.7764 2.0557
O 3.5346 -1.0286 -9.1290
O -3.2876 0.7273 1.3040
O -4.8679 -3.9800 0.9000
O -5.5363 -3.6926 -1.1298
O 6.0092 2.6915 10.2799
O -3.6802 0.2564 -9.1678
O 2.2858 -1.7461 -4.9392
O -4.3203 1.7288 2.9939
O -2.9773 0.0024 3.3660
O -5.5719 6.2350 0.4856
O -6.8503 -1.0893 3.1104
O -7.2919 3.0932 1.5480
O 5.7725 2.9170 5.2409
O -1.6152 0.5433 -8.6220
O 5.5288 -1.9580 -1.1607
O -6.1877 -1.4179 5.1283
O 1.6198 -1.9120 -9.5618
O 7.9260 -1.3302 2.6009
O 0.3289 -0.9689 -4.4906
O 7.2640 -2.4091 -2.3554
O 9.8636 -1.7063 1.7402
O 3.9791 3.4105 10.3455
O 4.0304 2.0840 4.2926
O -3.6409 6.8025 1.2526
O 2.3649 -0.7613 0.4784
N -5.2716 -3.2929 -0.0148
N 6.1374 -1.9799 -2.2113
N -4.5602 6.0192 1.1207
N -2.6175 -0.1338 -8.7372
N -8.1628 2.2961 1.2632
N 4.9736 3.0430 9.7537
N 2.8255 -1.8386 -9.6890
N 8.6763 -1.9196 1.8443
N 5.2176 2.3347 4.3305
N -6.5878 -0.7016 4.2381
N 1.2490 -1.1928 -5.2515
C -2.5194 -1.5582 -8.3108
C -5.4480 -1.8428 0.2661
C -1.9484 0.1264 1.3494
C 2.6100 -1.2810 1.7760
C -1.4238 -0.2455 -0.0417
C 6.0676 1.9046 3.1887
C 5.4563 -1.4386 -3.4199
C -3.5995 0.9034 2.6031
C 2.3575 -1.7614 -0.5267
C -8.2996 1.9389 -0.1754
C -1.7659 1.9941 -1.0880
C 0.0252 -0.7637 3.8223
C -6.7755 0.7391 4.5605
C 1.0758 -0.7522 -6.6613
C -4.4206 4.6949 1.7884
C -2.2201 -0.8586 2.4837
C 2.3415 -0.1693 2.7812
C 3.4969 -2.8096 -10.5961
C -2.2079 0.5206 -1.1012
C 8.0923 -2.9766 0.9774
C 4.9037 3.0265 8.2659
C -1.0850 -1.5890 3.1635
C 0.8189 0.0782 2.7971
H -4.4812 -1.4526 0.5634
H 1.5675 -2.4982 -0.3274
H 1.9093 -2.1076 1.9736
H 3.3111 -2.2781 -0.6005
H 4.4695 -1.1002 -3.1279
H 0.7160 -1.4920 4.2620
H -1.2418 2.2358 -0.1606
H -2.9103 -1.6223 2.1110
H 4.6890 4.0382 7.9381
H 5.4341 1.4039 2.4661
H 4.0950 2.3590 7.9861
H 3.6396 -1.6579 1.8334
H 7.0317 -3.0371 1.1859
H -7.4939 0.7870 5.3737
H -6.1659 -1.7443 1.0755
H -0.3889 0.0915 -0.1103
H 2.1064 -1.2786 -1.4725
H -5.3052 4.1051 1.5826
H -4.3005 4.8772 2.8513
H -2.2496 -1.5614 -7.2585
H -1.5529 -2.2142 3.9327
H 8.2712 -2.6897 -0.0541
H 5.8532 2.6816 7.8794
H 0.9192 0.3220 -6.6500
H 6.0681 -0.6240 -3.7949
H -7.1409 1.2490 3.6799
H 0.6577 1.1319 3.0441
H -0.6264 -2.2698 2.4474
H -7.3507 1.5162 -0.4910
H -1.3213 0.9088 1.7846
H -5.8011 -1.3619 -0.6393
H -9.1086 1.2253 -0.2711
H -2.6280 2.6534 -1.1998
H 5.4043 -2.2427 -4.1471
H 4.0030 -2.2335 -11.3643
H -3.4817 -2.0274 -8.4732
H 1.9646 -1.0128 -7.2172
H 6.5215 2.7998 2.7746
H 0.4760 -0.1344 1.7874
H 8.6017 -3.9061 1.2126
H 4.2154 -3.3626 -9.9993
H -1.7405 -2.0204 -8.9104
H -0.3284 -0.1502 4.6519
H -3.2768 0.4007 -0.9723
H -8.5053 2.8576 -0.7159
H -3.5297 4.2263 1.3814
H 2.8231 0.7603 2.4784
H 6.8291 1.2386 3.5802
H -5.8117 1.1252 4.8706
H 2.6778 -0.4501 3.7820
H 2.7393 -3.4593 -11.0160
H -1.0888 2.1914 -1.9158
H 0.2005 -1.2561 -7.0540
*
```

***

[2]
Molecular formula: C23H53N12O19P2
Method: DFT, wB97M-V/def2-TZVPD

Properties
Kohn-Sham gap: 0.202 hartree
HOMO energy: -4.35 eV
energy: -100050.393 eV

Geometry as ORCA input:
```
! RIJCOSX wB97M-V def2-TZVPD def2/J DEFGRID3
* xyz -1 1
P -0.6057 -2.0781 -0.2170
P -0.1938 -0.8127 1.7104
O 1.7109 4.4691 1.3365
O -5.5779 4.1607 -1.9852
O 4.9570 3.2262 -4.3290
O 0.3950 -7.3112 6.7432
O 0.4539 2.9847 7.4069
O 5.9939 -3.9389 1.2535
O -5.6698 2.2771 -3.0294
O 2.5038 -7.6361 6.4838
O -9.2571 4.6860 -5.8213
O 0.1753 5.9010 1.8052
O -0.3400 0.6266 1.3221
O 1.3998 2.7621 5.4820
O 1.2435 -0.9949 2.4427
O -1.2815 -1.0570 2.9076
O 7.8032 1.2207 2.5640
O 7.2852 -2.2777 1.7015
O 5.9765 1.3699 1.4310
O 4.4311 4.7238 -2.8670
O -9.8235 2.6661 -6.3047
N 1.0188 -4.2995 2.5520
N 0.6884 4.7996 1.8942
N 6.9418 -3.2263 1.0221
N -6.1486 3.3281 -2.6494
N 6.6497 0.9150 2.3279
N 1.2350 3.3215 6.5445
N -6.0637 -2.2397 -0.8158
N -6.7561 -0.2834 -1.9593
N 5.1289 4.2778 -3.7480
N -7.1784 -0.4514 0.3207
N -9.1495 3.6591 -6.4618
N 1.4341 -7.1819 6.1290
C 2.8823 1.3602 -2.5734
C 1.3807 -6.4112 4.8542
C 2.0587 4.5322 6.8200
C 1.8280 -0.8280 -2.7160
C 1.8513 -0.9662 -1.3187
C -6.6966 -0.9776 -0.7263
C -7.5558 3.5962 -3.0534
C -4.5733 -2.1250 -0.5846
C 1.2864 -2.1904 -0.6965
C 6.3069 5.0850 -4.1728
C 0.0440 3.7726 2.7519
C 2.9381 1.2320 -1.1779
C -3.7722 -3.0636 -1.4907
C 3.5273 2.2976 -0.2985
C 2.4172 0.0757 -0.5782
C -8.1041 3.6019 -7.5215
C 7.7404 -3.5364 -0.1945
C -1.2272 -2.8807 -1.8504
C -2.6132 -2.3967 -2.2480
C -0.4743 -3.8427 0.6526
C -0.1003 -3.9276 2.0691
C 5.9994 -0.1052 3.1923
C 2.3329 0.3267 -3.3321
H 2.6345 4.3330 7.7179
H -4.3726 -2.3459 0.4565
H -7.0629 -1.0653 1.1233
H 6.1817 5.3077 -5.2274
H 5.1382 0.3627 3.6615
H 6.7202 -0.4325 3.9302
H 8.1183 -4.5474 -0.0816
H 2.3117 0.4295 -4.4061
H 2.3751 -6.3847 4.4300
H 6.3323 5.9875 -3.5750
H -8.6085 3.4024 -8.4612
H 1.4088 -1.6011 -3.3408
H -0.7053 -0.7964 -0.8758
H 2.4477 0.0000 0.4969
H 1.0291 -5.4103 5.0749
H -0.1897 2.9023 2.1356
H -7.5872 4.5530 -7.5405
H 2.7210 2.8952 0.1079
H 8.5439 -2.8143 -0.2655
H 7.1906 4.4760 -4.0120
H -1.2213 -3.9673 -1.7990
H 0.2461 -4.4261 0.0839
H -7.5847 3.5913 -4.1361
H -0.8646 -3.6637 2.7929
H -0.8471 4.2103 3.1880
H 1.3211 -2.9658 -1.4557
H -7.6054 0.2627 -1.9400
H 4.2313 2.9146 -0.8363
H 1.8943 -2.5483 0.1320
H 1.2143 -0.5719 3.3096
H -3.3365 -3.8084 -0.8346
H -4.4803 -3.5300 -2.1621
H -5.9925 0.3793 -2.0198
H 3.2585 2.2443 -3.0620
H -2.0430 -0.5205 2.6668
H 0.7655 3.5011 3.5138
H -7.8487 4.5606 -2.6587
H 1.6277 -4.5257 1.7629
H -2.0030 -1.9992 0.2295
H -8.1718 2.7995 -2.6491
H -7.4324 2.7874 -7.2676
H 3.9749 1.7917 0.5390
H -4.2855 -1.0915 -0.7375
H -2.7299 -2.6566 -3.2987
H 5.6884 -0.9206 2.5587
H 0.6842 -6.9174 4.1950
H 1.3737 5.3587 6.9792
H -0.5614 -2.6233 -2.6684
H -1.4387 -4.3260 0.5200
H -2.6528 -1.3111 -2.2032
H 2.7007 4.7075 5.9656
H 7.0679 -3.4696 -1.0439
H -6.4327 -2.7328 -0.0127
*
```

***

[3]
Molecular formula: C23H53NO4P3Sc
Method: DFT, wB97M-V/def2-TZVPD

Properties
Kohn-Sham gap: 0.279 hartree
HOMO energy: -14.69 eV
energy: -82945.095 eV

Geometry as ORCA input:
```
! RIJCOSX wB97M-V def2-TZVPD def2/J DEFGRID3
* xyz 2 1
Sc -1.1026 -0.0108 0.0322
P -1.2800 -0.9436 3.2173
P -0.2443 -2.4983 -0.2988
P -0.1572 2.4842 -0.0594
O -1.8545 0.4366 2.2711
O -2.0648 -0.7376 4.6033
O 2.1885 -0.0262 0.4016
O 0.2033 -0.2435 3.4996
N -0.4768 0.1193 -2.4688
C 1.3115 -3.4037 0.1229
C -1.5725 3.6151 0.4373
C -3.2798 0.8936 2.2617
C 1.6858 3.0971 1.9683
C 1.4941 4.8289 0.1566
C -1.5591 3.9356 1.9355
C -1.8085 -4.8487 -0.9376
C -0.1041 2.5863 -1.9093
C 2.4410 -0.0353 4.2525
C 0.3458 1.3678 -2.7333
C -4.3033 -0.1674 2.5022
C -1.7358 4.8882 -0.3983
C 1.3972 -4.8540 -0.3489
C -1.6436 -4.2162 1.4977
C -1.9270 0.2939 5.6892
C 1.3891 3.3415 0.4898
C -1.6482 -3.6904 0.0585
C 1.1190 -0.7051 4.5358
C 1.0121 -0.0212 0.3144
C 1.6563 -3.2957 1.6071
C -0.1949 -2.3918 -2.1400
C 0.3237 -1.1264 -2.8228
C -1.5380 1.6595 5.2172
H -2.5472 4.3207 2.2242
H -3.3918 1.3236 1.2619
H -4.2934 -0.8768 1.6740
H 2.0630 -2.8177 -0.4254
H 1.1539 -4.9775 -1.4088
H -1.5773 -3.4100 2.2409
H -1.0175 -5.6030 -0.8352
H 0.8774 5.4547 0.8129
H -2.2904 2.1129 4.5631
H -1.3699 3.0532 2.5611
H 2.3717 1.0504 4.3805
H 0.8984 -3.7470 2.2539
H -0.9466 5.6236 -0.1957
H -0.8417 -4.9418 1.6832
H -0.8363 4.7194 2.1987
H -0.5557 1.6591 4.7339
H 2.5985 -3.8231 1.8039
H 3.1882 -0.4147 4.9513
H -2.5878 -4.7481 1.6829
H -2.9110 0.3142 6.1674
H -2.4597 2.9781 0.2508
H 1.7947 -2.2608 1.9286
H 0.2475 -1.2792 -3.9238
H -2.7603 -0.5851 0.2151
H -3.3771 1.7504 2.9471
H 1.3793 -0.9368 -2.5653
H -2.5232 -3.0227 -0.0470
H -1.2163 -2.5992 -2.4898
H -2.7595 -5.3547 -0.7150
H 2.1578 2.8037 -0.0842
H 1.2631 5.0551 -0.8894
H -1.4616 2.2952 6.1070
H 0.7363 -0.4027 5.5272
H 2.5329 5.1413 0.3221
H 1.4076 1.1426 -2.5370
H 0.7766 -5.5313 0.2499
H 2.6953 3.4549 2.2003
H 1.0070 3.6396 2.6310
H 0.5845 3.4228 -2.1338
H -1.1929 -0.1120 6.3999
H 0.2301 1.6461 -3.8095
H -1.1221 0.1780 -3.2634
H -1.8531 -4.5158 -1.9819
H -5.2582 0.3636 2.4782
H 1.2222 -1.8034 4.5033
H -4.2229 -0.6893 3.4604
H 0.4440 -3.2247 -2.4651
H -1.1143 2.8934 -2.2352
H 2.7861 -0.2300 3.2338
H 2.4345 -5.1915 -0.2242
H -2.6895 5.3500 -0.1063
H 1.6507 2.0406 2.2425
H -1.7872 4.6851 -1.4753
*
```

***

[4]
Molecular formula: C23H54N3O7P
Method: DFT, wB97M-V/def2-TZVPD

Properties
Kohn-Sham gap: 0.345 hartree
HOMO energy: -8.69 eV
SMILES: [H]/N=C(/N)NCCCCPOC[C@@H](C)C(C)C.COCCOCCOC.COCCOCCOC
energy: -52814.883 eV

Geometry as ORCA input:
```
! RIJCOSX wB97M-V def2-TZVPD def2/J DEFGRID3
* xyz 0 1
P -0.8233 -3.9722 1.0600
O -5.3853 3.0279 -3.5895
O 4.6492 -0.9864 7.2951
O -1.9055 -3.6930 -0.1521
O 7.0545 0.1672 5.1339
O -3.7692 5.6163 -3.5638
O -6.6269 4.7508 -5.7417
O 4.2119 -0.5591 4.3101
N 2.8227 0.2718 -0.3527
N 1.4145 -1.5358 0.4062
N 2.1769 -1.3837 -1.8224
C 2.2072 -0.8222 -0.5475
C 2.6443 -3.7528 0.5079
C -1.0974 0.5491 -1.3240
C 8.2128 -0.2629 4.4596
C -2.1903 -2.3311 -0.4919
C 0.4194 -5.0526 0.1871
C -1.6187 -2.9592 -2.8512
C 3.7499 -0.4737 8.2490
C 4.0718 -1.8981 6.3827
C -3.2764 -0.2155 -2.3713
C 4.6327 -1.7298 4.9882
C -3.3973 6.3100 -2.3967
C 1.8483 -5.0365 0.7538
C -1.7802 -0.4913 -2.2161
C -6.4078 3.9995 -3.4503
C 2.1579 -2.5025 1.2472
C -1.4310 -1.9197 -1.7481
C 4.7305 0.6960 4.7183
C 6.1745 0.9341 4.3374
C -6.9441 4.2156 -7.0043
C -3.2695 4.2952 -3.6339
C -7.3024 4.1351 -4.6624
C -4.2346 3.3713 -4.3422
H -7.6684 3.1437 -4.9541
H 2.9825 -1.7751 6.3513
H 3.4763 -1.2243 8.9998
H 4.1376 1.4294 4.1665
H -1.3430 -0.4012 -3.2162
H -2.3236 4.2853 -4.1935
H -6.8739 3.1220 -7.0042
H 0.4393 -4.7370 -0.8611
H 1.4621 -2.7976 2.0320
H 3.0821 -1.4410 -2.2677
H 0.0443 -6.0758 0.1910
H 1.0311 -0.8346 1.0327
H -4.4933 3.7681 -5.3260
H -0.0267 0.6012 -1.5335
H 4.2855 -2.9269 6.7050
H 1.6889 -2.2662 -1.8486
H -7.9526 4.4989 -7.3280
H -1.5230 1.5437 -1.4770
H -1.5050 -5.0555 1.6752
H -1.9017 -1.6954 0.3524
H -3.2702 -2.2620 -0.6334
H 4.2471 0.3553 8.7495
H 6.3118 0.6986 3.2749
H 1.8393 -5.2852 1.8210
H -2.3386 6.5943 -2.4088
H -4.0014 7.2145 -2.3502
H -3.4271 0.8312 -2.6420
H 2.7906 0.5300 0.6314
H 2.8321 -0.1053 7.7763
H 4.2212 -2.5490 4.3918
H -6.2242 4.6159 -7.7162
H 6.3844 2.0044 4.4745
H -7.0365 3.6289 -2.6368
H 2.4029 -5.8445 0.2675
H 4.5828 0.8686 5.7862
H 3.6803 -3.9435 0.7972
H -2.6611 -3.2853 -2.9130
H 7.9668 -0.7186 3.4935
H -3.5846 5.7099 -1.4990
H -1.3351 -2.5480 -3.8226
H -8.1706 4.7438 -4.3735
H 2.6693 -3.5677 -0.5668
H -3.8416 -0.3951 -1.4549
H -0.3776 -1.8881 -1.4509
H -3.0694 3.9069 -2.6275
H -3.7177 -0.8225 -3.1652
H 8.6970 -1.0072 5.0894
H -6.0072 4.9729 -3.1613
H 2.9962 -1.9918 1.7379
H -1.2046 0.3099 -0.2623
H -3.7084 2.4234 -4.4834
H 5.7205 -1.8264 4.9965
H -1.0191 -3.8523 -2.6747
H 8.9152 0.5605 4.2847
*
```

***

[5]
Molecular formula: C23H54N7O4P2S
Method: DFT, wB97M-V/def2-TZVPD

Properties
Kohn-Sham gap: 0.190 hartree
HOMO energy: -9.19 eV
energy: -72745.726 eV

Geometry as ORCA input:
```
! RIJCOSX wB97M-V def2-TZVPD def2/J DEFGRID3
* xyz 1 1
S 4.7280 1.3435 -1.7849
P -4.9086 -3.9587 -1.3373
P -0.6539 1.3303 -0.2674
O -4.4905 -2.6392 -0.6786
O 0.6321 1.4818 0.5623
O 9.4720 2.2105 1.9614
O 4.1875 4.2207 4.3915
N -1.6824 1.5453 1.0743
N -5.4724 -3.2013 -2.7593
N -0.3066 -0.3203 -0.7036
N -2.0631 1.2673 -1.3587
N -5.2316 -5.5651 -2.0463
N -6.1153 -4.3012 -0.1314
N 7.8160 3.6920 -0.3579
C -0.5964 -1.4369 0.1889
C 4.0208 2.9502 3.6871
C 5.1137 2.9902 0.6051
C 3.1772 3.2805 2.3773
C -5.6125 -4.1625 1.2423
C -4.2093 -6.5258 -1.6015
C -1.8963 2.9338 1.4547
C -6.7626 -3.2147 -3.4065
C -1.7328 1.8987 -2.6464
C 6.0202 3.9042 1.3405
C 1.0561 -0.4994 -1.2099
C -2.7161 0.7056 1.6348
C 5.6611 2.4433 -0.6912
C 8.6823 2.8430 2.9922
C 8.2685 5.1508 1.7054
C -2.8899 0.1043 -1.6129
C 3.6929 2.5663 1.0721
C -7.4436 -3.7025 -0.1751
C -4.4301 -2.8647 -3.7169
C 8.7996 4.4088 3.0125
C 7.0114 2.8431 -1.1134
C -6.5118 -6.2416 -2.0822
C 7.3658 4.2156 0.8432
H 9.1113 5.6266 1.1385
H -6.4387 -7.1149 -2.7383
H 7.4494 2.4648 -2.0701
H 5.1717 0.0459 -1.6866
H -4.2062 -7.4240 -2.2256
H 1.7859 -0.5718 -0.3963
H -5.6017 -3.1190 1.5705
H -3.5200 -2.5393 -3.2037
H -0.9817 3.5200 1.3210
H -1.2129 2.8492 -2.4805
H -0.2162 -1.2714 1.2040
H 3.5381 2.1799 4.3414
H -2.6342 2.1292 -3.2211
H -6.8638 -4.0449 -4.1164
H 2.9107 2.6792 0.2623
H -4.3611 -6.8243 -0.5557
H -1.6671 -1.6432 0.2286
H 3.0473 4.3954 2.2745
H -8.0008 -3.9095 0.7416
H -3.2110 -6.0818 -1.6832
H -3.2694 -0.3566 -0.7049
H 1.1305 -1.4009 -1.8228
H -3.6958 0.8914 1.1790
H -1.0804 1.2592 -3.2560
H 5.0684 2.5923 3.4433
H -6.2274 -4.7380 1.9377
H 5.7070 4.3756 2.3008
H -4.7291 -2.0373 -4.3658
H -7.5936 -3.2487 -2.7072
H -7.4093 -2.6160 -0.3167
H 9.8714 4.6551 3.2664
H -2.6864 3.3925 0.8447
H 2.1376 2.8772 2.5782
H -4.5924 -4.5509 1.3209
H -2.1689 3.0266 2.5089
H -7.3045 -5.6305 -2.5082
H 3.7223 1.4535 1.2938
H -2.3756 -0.6630 -2.2027
H -2.4932 -0.3556 1.5642
H 1.3425 0.3445 -1.8462
H 8.8973 1.5035 1.6119
H -2.8144 0.8901 2.7097
H 9.0920 2.4775 3.9860
H -6.8357 -6.5945 -1.0961
H 7.5940 5.9859 2.0598
H 7.6341 2.4457 2.9271
H -0.1658 -2.3674 -0.1892
H -6.9177 -2.2856 -3.9650
H -3.7813 0.4066 -2.1723
H -4.1761 -3.7303 -4.3441
H -8.0547 -4.1536 -0.9582
H 8.7605 3.9574 -0.6488
H 8.1942 4.7936 3.8865
H 5.1410 4.3587 4.5161
*
```